Computed, not measured: a 7-piece molecular cluster, C19H29Cl9N4 overall, with wB97M-V/def2-TZVPD.

```
61
Properties=species:S:1:pos:R:3:forces:R:3:mulliken_charge:R:1
C -6.727810 14.834232 7.142724 0.18 0.73 -0.18 0.0827
Cl -6.349923 15.496275 5.536054 -0.14 -0.28 -0.06 -0.1469
Cl -5.357598 15.226166 8.209964 -0.45 -0.21 -0.13 -0.0760
Cl -7.106618 13.121446 7.102283 0.22 -0.02 -0.13 -0.0367
H -7.622487 15.369716 7.460413 0.32 -0.15 0.25 0.1607
C -7.524834 18.063948 10.406598 0.42 0.51 -0.71 0.7215
Cl -5.933150 18.290787 11.080084 0.77 0.04 0.12 -0.1322
Cl -7.472800 18.265841 8.598128 -0.07 -0.66 0.87 -0.1463
Cl -8.573874 19.326699 11.014070 -0.45 -0.07 0.18 -0.1229
H -7.784044 17.061672 10.747704 -0.62 0.19 -0.61 -0.3100
C -7.513224 12.827696 10.963892 1.03 0.43 -0.70 0.8935
Cl -5.717138 13.127958 10.903403 -1.06 -0.54 0.38 -0.1388
Cl -7.903201 11.281544 10.163343 0.14 0.64 0.41 -0.1091
Cl -8.255484 14.224726 10.117836 -0.34 -0.47 0.44 -0.1822
H -7.859504 12.827534 11.997431 0.23 -0.08 -0.21 -0.5686
N -6.407060 8.332010 13.404774 -1.55 1.58 0.51 0.0125
C -6.870576 8.719362 14.668613 1.55 0.56 -1.00 -0.7045
C -6.637460 10.105523 14.783202 0.14 -1.94 0.27 -0.3928
C -6.067064 10.542453 13.555495 -0.93 0.04 -0.27 -0.3499
C -6.139633 9.490413 12.676670 1.34 -1.41 0.35 -0.7306
H -6.367367 7.371189 13.095999 -0.24 0.41 -0.22 0.2069
H -7.162695 7.904204 15.314053 -0.12 0.48 0.39 0.3955
H -6.825145 10.683111 15.676275 0.13 0.04 -0.11 0.5624
H -5.672031 11.521599 13.328322 -0.42 0.05 -0.02 0.5667
H -5.954366 9.405353 11.616079 0.36 0.18 0.16 0.4968
C -9.679842 9.718856 6.717055 0.21 0.23 0.24 -1.0099
C -10.955003 10.498356 7.033853 -0.29 0.23 0.67 -0.5118
C -10.802623 11.427485 8.263732 0.32 0.01 -0.18 0.6546
C -12.012967 12.132967 8.661100 -0.87 -0.12 0.30 -0.0524
N -12.975652 12.689963 8.962491 0.48 -0.18 -0.25 -0.4919
H -9.916344 8.907060 6.029200 0.39 0.33 -0.41 0.3454
H -9.185143 9.230295 7.556514 -0.70 -0.15 0.63 0.2608
H -8.855977 10.372106 6.429602 -0.21 0.07 -0.89 0.2149
H -11.777677 9.793999 7.157042 0.01 -0.08 0.53 0.3764
H -11.338565 11.124321 6.228148 0.54 -0.02 -0.41 0.3416
H -10.108997 12.245500 8.069241 0.38 -0.09 -0.39 -0.0262
H -10.351412 10.914908 9.113309 -0.44 -0.14 0.10 -0.0702
C -9.653514 17.315260 13.623141 0.64 1.01 0.45 -0.7183
C -8.751145 16.986462 14.863034 -1.35 -0.09 -1.66 -0.5596
C -8.874712 15.498899 15.193044 0.66 -0.28 1.20 -0.4835
C -7.890954 14.639245 14.527091 1.84 -1.97 -1.11 0.2735
N -7.100721 13.900747 14.064684 -2.16 2.04 1.09 -0.4567
H -9.798038 18.395298 13.596144 0.00 0.09 -0.05 0.3306
H -10.659549 16.896359 13.600237 0.20 -0.38 0.30 0.3527
H -9.136209 17.096707 12.688944 -0.12 -0.38 0.07 -0.0823
H -9.031696 17.613244 15.709516 -0.10 -0.25 0.04 0.3633
H -7.730756 17.250915 14.585600 0.06 -0.14 0.22 0.3303
H -9.858554 15.035737 15.117877 -0.19 0.36 -0.64 0.2985
H -8.699193 15.378096 16.262011 0.41 -0.13 0.18 0.4164
C -10.388216 11.911511 15.203810 0.15 -0.79 0.18 -0.9758
C -9.986672 10.414695 14.958518 -0.67 1.23 0.65 -0.5429
C -9.712520 10.175403 13.473865 -0.49 0.13 -0.19 0.7510
C -10.713996 10.745971 12.539780 -1.64 0.91 -1.23 -0.0293
N -11.520579 11.168449 11.800274 2.02 -1.01 1.75 -0.5115
H -10.467418 12.181268 16.256926 0.36 -0.29 0.19 0.4811
H -11.376396 12.168451 14.822245 0.15 -0.12 -0.52 0.4001
H -9.607746 12.526428 14.755636 -0.17 0.23 -0.10 -0.0985
H -10.726315 9.748519 15.402627 -0.18 -0.06 -0.31 0.3954
H -9.055817 10.224006 15.492605 -0.11 -0.03 -0.12 0.1885
H -9.674894 9.115811 13.220995 0.36 -0.05 0.13 0.4442
H -8.745711 10.644947 13.292492 0.08 -0.19 -0.44 -0.5499
```
Forces are in eV/Å.

Summary:
Strongest force on any atom: 0.0616 hartree/bohr
Net charge: 0
SMILES string: c1cc[nH]c1.ClC(Cl)Cl.ClC(Cl)Cl.ClC(Cl)Cl.CCCC#N.CCCC#N.CCCC#N
E_HOMO: -8.506 eV
Gap between HOMO and LUMO: 8.87 eV

Computed, not measured: one molecule with the formula C19H29FN2O5S, with wB97M-V/def2-TZVPD.

```
57
Properties=species:S:1:pos:R:3:forces:R:3:mulliken_charge:R:1
O 0.787364 -0.902129 -2.136782 0.01 0.07 0.03 -0.6483
C 1.798694 -0.452111 -1.634442 -0.03 -0.17 -0.10 0.1645
N 2.113230 -0.625250 -0.327279 0.01 0.02 0.01 0.0059
C 1.239711 -1.377418 0.548448 0.02 -0.01 0.02 -0.8380
C 1.303631 -0.898438 1.989841 0.01 -0.01 -0.02 0.0372
C 0.971607 0.613710 2.140756 0.02 0.02 0.01 -0.5243
C -0.299069 0.600300 3.008825 0.02 -0.03 0.00 -0.4852
C 0.080751 0.204575 4.443466 0.00 0.02 -0.01 -0.8887
C 0.411004 -1.305522 4.298098 0.00 -0.02 0.00 -1.1988
C 0.165785 -1.555669 2.802339 0.04 0.05 -0.04 -0.2213
N -0.939221 -0.630985 2.538307 -0.03 -0.03 0.17 0.1035
C -2.058552 -0.685920 1.786382 -0.08 0.04 -0.02 -0.4318
O -2.747695 0.302813 1.577326 0.05 0.01 -0.04 -0.7102
C -2.478765 -2.030296 1.217719 0.13 -0.05 -0.03 1.4601
C -3.952121 -2.320105 1.634588 -0.05 -0.03 0.02 -1.1711
C -4.864883 -1.947990 0.475980 0.06 0.03 -0.02 -0.7807
S -3.955299 -2.558124 -0.929517 -0.01 -0.01 0.06 1.1799
O -3.932850 -3.999698 -0.842156 -0.02 0.06 -0.03 -0.6737
O -4.338994 -1.914841 -2.155056 0.02 -0.03 0.02 -0.6847
C -2.381688 -1.959100 -0.322917 -0.05 0.02 -0.01 -1.1184
C 2.786399 0.383021 -2.444170 0.04 0.10 0.06 0.1440
F 3.327987 -0.433938 -3.430120 -0.03 -0.02 0.01 -0.4050
C 2.089120 1.567937 -3.078829 0.02 -0.02 -0.03 0.1474
C 1.444610 2.461424 -2.017871 -0.03 -0.03 0.00 -0.2544
C 0.855941 3.704213 -2.669514 0.02 -0.01 0.02 -0.8477
O 1.831347 4.418780 -3.404087 -0.02 0.04 -0.01 -0.3970
C 2.360332 3.633876 -4.458162 0.03 -0.03 0.02 -0.5973
C 3.055701 2.390759 -3.927106 0.00 -0.02 -0.05 -0.7068
H 3.020431 -0.338640 -0.000810 -0.01 0.00 0.01 0.3316
H 0.228077 -1.245438 0.161715 0.01 0.01 -0.02 -0.0306
H 1.467682 -2.447155 0.491347 -0.01 0.00 0.02 0.2859
H 2.275578 -1.149411 2.423115 -0.01 0.00 0.00 0.6513
H 1.776948 1.182779 2.605667 -0.01 0.00 -0.01 0.3742
H 0.766517 1.057122 1.165118 -0.02 0.00 -0.01 -0.1891
H -0.945514 1.464182 2.906700 -0.01 0.00 0.00 0.6109
H 0.923299 0.788520 4.812860 -0.01 0.01 -0.01 0.4329
H -0.759666 0.358215 5.118306 -0.01 0.00 0.00 0.3441
H 1.434602 -1.549106 4.582059 -0.01 -0.01 -0.01 0.4365
H -0.260309 -1.914900 4.901573 0.00 0.00 0.00 0.3510
H -0.034501 -2.589111 2.535025 -0.02 -0.01 0.01 0.7896
H -1.844557 -2.831530 1.589531 -0.02 0.00 -0.01 0.3991
H -4.059396 -3.382128 1.849905 0.00 0.01 0.01 0.3810
H -4.210270 -1.752345 2.526461 -0.01 -0.01 0.01 0.4041
H -5.838417 -2.432217 0.493175 -0.01 -0.01 0.00 0.5057
H -4.966666 -0.868670 0.367626 0.01 -0.01 -0.04 0.3191
H -2.269231 -0.935947 -0.679343 -0.03 0.00 -0.01 0.3879
H -1.602786 -2.583141 -0.755782 0.00 -0.01 0.00 0.4519
H 3.623318 0.720305 -1.819964 -0.02 0.00 -0.01 0.2937
H 1.300372 1.153221 -3.715939 -0.01 0.03 0.00 0.2723
H 0.651306 1.923760 -1.491107 0.00 0.00 0.02 0.1493
H 2.195539 2.767554 -1.280727 0.00 0.01 0.00 0.2377
H 0.027841 3.416674 -3.332539 0.00 0.00 -0.01 0.4008
H 0.466637 4.391280 -1.919557 0.00 0.01 0.00 0.3523
H 1.552617 3.347319 -5.146783 -0.01 0.00 0.01 0.3630
H 3.057110 4.271992 -4.999640 -0.01 0.01 0.00 0.3514
H 3.910227 2.698102 -3.314816 0.00 0.01 0.00 0.3181
H 3.439137 1.794836 -4.757245 0.00 0.00 0.01 0.3653
```
Forces are in eV/Å.

Summary:
Energy relative to the best compared isomer or geometry (same formula, charge and spin): 5.63 kcal per mole
Strongest force on any atom: 0.0038 hartree/bohr
Net charge: 0
SMILES string: O=C(NC[C@H]1C[C@@H]2CC[C@H]1N2C(=O)[C@H]1CCS(=O)(=O)C1)[C@@H](F)C1CCOCC1
E_HOMO: -9.830 eV
Gap between HOMO and LUMO: 10.17 eV

Computed, not measured: one molecule with the formula C19H29FN2O5S, with wB97M-V/def2-TZVPD.

```
57
Properties=species:S:1:pos:R:3:forces:R:3:mulliken_charge:R:1
O 0.902781 -2.801756 1.237756 -0.03 0.00 -0.02 -0.6426
C 1.109890 -1.776962 0.611965 0.05 0.05 0.03 0.3497
N 0.248870 -1.187041 -0.239949 0.01 -0.08 -0.05 -0.0674
C -1.079062 -1.659111 -0.622460 -0.01 0.02 0.10 -1.1942
C -1.288015 -3.175511 -0.613986 -0.01 -0.02 -0.06 0.1422
C -1.770882 -3.748051 0.751033 0.00 0.06 0.00 -1.0409
C -3.163637 -4.309918 0.425156 -0.03 0.00 0.04 -0.3532
C -2.996050 -5.601398 -0.388862 0.00 0.01 -0.01 -0.9023
C -2.487660 -5.064378 -1.755563 -0.03 0.00 0.01 -1.1160
C -2.476070 -3.542804 -1.531915 0.01 0.06 -0.02 -0.6524
N -3.607600 -3.378426 -0.616101 -0.02 -0.07 -0.02 0.0681
C -4.706706 -2.605787 -0.589913 0.07 0.06 0.01 -0.1415
O -5.495161 -2.612820 0.346294 -0.02 -0.02 -0.02 -0.7179
C -4.929069 -1.659067 -1.762303 -0.10 -0.02 0.03 1.2006
C -6.435236 -1.680308 -2.165892 0.04 -0.01 0.02 -1.1176
C -7.125404 -0.507333 -1.484823 -0.05 0.00 -0.03 -0.7780
S -5.949504 0.804017 -1.706851 0.01 0.02 0.03 1.1491
O -5.880691 1.120277 -3.111751 0.01 -0.02 -0.07 -0.6650
O -6.105693 1.859812 -0.745710 -0.01 0.03 0.04 -0.6900
C -4.550868 -0.234350 -1.301038 0.04 0.01 -0.03 -1.0135
C 2.436564 -1.041837 0.794015 -0.03 0.04 0.00 -0.0196
F 2.592060 -0.087180 -0.226085 -0.03 -0.03 0.04 -0.4585
C 2.534989 -0.339650 2.143900 0.02 -0.03 0.01 0.1041
C 2.579147 -1.332642 3.308603 0.04 0.03 -0.01 -0.5177
C 2.777797 -0.586200 4.617590 -0.01 0.02 0.03 -0.7098
O 3.951960 0.206183 4.607185 -0.01 -0.01 -0.05 -0.3932
C 3.901380 1.180600 3.582007 0.00 0.03 0.04 -0.6232
C 3.777172 0.552279 2.203470 0.01 -0.05 0.02 -0.6794
H 0.586619 -0.355216 -0.694404 0.02 0.00 -0.01 0.3015
H -1.838666 -1.189823 0.012199 0.01 0.00 0.01 0.4052
H -1.237337 -1.286929 -1.637408 -0.01 0.00 0.00 0.3649
H -0.378912 -3.665511 -0.962638 0.01 0.00 0.00 0.6966
H -1.096840 -4.501068 1.149535 0.01 -0.01 -0.01 0.3109
H -1.842045 -2.950952 1.490733 0.02 -0.01 0.01 0.3710
H -3.861596 -4.356116 1.254315 0.01 0.00 -0.01 0.5226
H -2.294001 -6.283665 0.087952 0.00 -0.01 -0.01 0.4461
H -3.950404 -6.115208 -0.498568 0.00 0.01 0.00 0.3695
H -1.500056 -5.436229 -2.025128 0.01 0.00 0.01 0.4037
H -3.176425 -5.321095 -2.560252 0.01 -0.01 0.00 0.3810
H -2.545136 -2.948506 -2.439009 0.00 -0.02 0.00 0.7348
H -4.328402 -1.944105 -2.621438 0.01 0.00 -0.01 0.4177
H -6.519560 -1.571331 -3.246182 0.00 0.01 0.00 0.3856
H -6.892535 -2.623263 -1.872931 0.01 0.01 0.02 0.4050
H -8.067164 -0.207909 -1.940323 0.00 0.00 0.01 0.5059
H -7.237440 -0.660143 -0.412181 -0.02 -0.03 0.00 0.3130
H -4.432175 -0.168256 -0.220162 0.02 -0.03 0.00 0.4377
H -3.678856 0.179159 -1.803911 0.00 0.00 0.01 0.3439
H 3.242663 -1.769250 0.676732 0.00 0.00 0.00 0.4400
H 1.646045 0.294711 2.260645 0.00 0.00 -0.03 0.1717
H 1.669489 -1.930065 3.350469 0.00 0.00 0.01 0.3166
H 3.416998 -2.022050 3.164556 -0.02 -0.01 -0.01 0.3114
H 1.906294 0.055375 4.817600 0.00 -0.01 0.01 0.3809
H 2.884234 -1.280650 5.449880 -0.01 0.00 -0.01 0.3558
H 3.050506 1.855657 3.760112 0.01 0.00 0.00 0.3646
H 4.817824 1.763412 3.665849 -0.01 0.00 -0.01 0.3588
H 4.668892 -0.052109 2.007169 -0.01 0.00 -0.01 0.2941
H 3.732943 1.334150 1.445392 0.00 0.01 -0.01 0.3694
```
Forces are in eV/Å.

Summary:
Energy relative to the best compared isomer or geometry (same formula, charge and spin): 6.73 kcal per mole
Strongest force on any atom: 0.0021 hartree/bohr
Net charge: 0
SMILES string: O=C(NC[C@H]1C[C@@H]2CC[C@H]1N2C(=O)[C@H]1CCS(=O)(=O)C1)[C@@H](F)C1CCOCC1
E_HOMO: -9.624 eV
Gap between HOMO and LUMO: 9.98 eV

Question: Which of these has the highest gap between HOMO and LUMO?
Answer: number 2

Question: The lowest E_HOMO belongs to which entry?
Answer: number 2